1.
Computed, not measured: 2 unconnected molecules or ions with the total composition C5H6N in a non-equilibrium geometry, with ωB97M-V with the def2-TZVPD basis set.

Results
- LUMO level: -5.09 eV
- Orbital gap: 8.30 eV
- Charge: +1
- HOMO energy: -13.40 eV

Positions of all 12 atoms, in Å:
N1 2.474 0.271 0.047
C1 1.322 1.230 0.190
C2 -3.309 0.273 0.213
C3 1.088 -0.266 0.042
C4 0.458 0.667 -0.865
C5 -2.141 0.372 -0.297
H1 3.149 0.195 0.819
H2 -3.319 -0.564 -0.500
H3 0.910 -1.282 0.504
H4 1.138 2.052 0.822
H5 -4.188 0.614 0.806
H6 2.753 0.306 -0.851

Results of the natural (NBO) charge analysis, in e, for atoms 1 through 8: -0.4902 -0.1212 -0.6578 -0.1496 0.2032 0.1053 0.4657 0.3245

=====

2.
Computed, not measured: a gas-phase ion, C5H6N (charge +1) in a non-equilibrium geometry, with ωB97M-V with the def2-TZVPD basis set.

Results
- LUMO level: -5.91 eV
- Orbital gap: 8.44 eV
- SMILES: C/C=[N+]1/C2=C[C@H]21
- Charge: +1
- HOMO energy: -14.36 eV

Positions of all 12 atoms, in Å:
N1 0.209 -0.294 0.515
C1 -0.746 1.716 -0.470
C2 0.873 -1.345 1.234
C3 0.617 -2.321 0.328
C4 0.588 -1.171 -0.487
C5 -0.395 0.849 0.719
H1 -0.100 1.277 -1.269
H2 -1.796 1.420 -0.727
H3 0.997 -3.263 0.148
H4 1.042 -0.832 -1.485
H5 -0.629 1.159 1.695
H6 -0.662 2.806 -0.201

Results of the Löwdin charge analysis, in e, for atoms 1 through 8: -0.0604 0.0083 0.1256 0.0907 0.0106 0.0497 0.0917 0.1232

=====

3.
Computed, not measured: a molecular structure, C5H6N in a non-equilibrium geometry, with ωB97M-V with the def2-TZVPD basis set.

Results
- LUMO level: -3.36 eV
- Orbital gap: 13.35 eV
- Charge: +1
- HOMO energy: -16.71 eV

Positions of all 12 atoms, in Å:
N1 -0.987 -0.970 0.267
C1 0.165 0.013 -0.168
C2 -0.088 -2.024 -0.282
C3 0.436 -1.205 0.802
C4 -0.394 -0.884 -1.046
C5 0.219 1.439 0.102
H1 0.108 2.237 -0.667
H2 -0.629 1.766 0.829
H3 0.456 -1.273 1.935
H4 -1.027 -0.818 -1.870
H5 1.134 1.444 0.658
H6 -0.426 -3.096 -0.124

Results of the natural (NBO) charge analysis, in e, for atoms 1 through 8: -0.1672 0.2323 -0.0398 -0.0242 -0.0550 -0.6987 0.2959 0.2877

=====

4.
Computed, not measured: a gas-phase ion, C5H6N (charge +1) in a non-equilibrium geometry, with ωB97M-V with the def2-TZVPD basis set.

Results
- LUMO level: -5.14 eV
- Orbital gap: 9.70 eV
- SMILES: C#[N+]C(=C)C=C
- Charge: +1
- HOMO energy: -14.83 eV

Positions of all 12 atoms, in Å:
N1 -1.427 0.368 0.293
C1 0.953 0.671 -0.513
C2 -0.415 -1.457 -0.609
C3 -0.297 -0.138 -0.302
C4 -2.342 0.877 0.735
C5 1.892 0.446 0.399
H1 1.055 0.907 -1.495
H2 -1.151 -2.171 -0.445
H3 2.880 0.841 0.431
H4 -3.083 1.488 1.224
H5 1.479 0.007 1.378
H6 0.456 -1.838 -1.096

Results of the natural (NBO) charge analysis, in e, for atoms 1 through 8: -0.1734 -0.2604 -0.2057 0.0320 0.4247 -0.2566 0.2344 0.2325

=====

5.
Computed, not measured: a molecular structure, C5H6N in a non-equilibrium geometry, with ωB97M-V with the def2-TZVPD basis set.

Results
- LUMO level: -5.49 eV
- Orbital gap: 9.80 eV
- Charge: +1
- HOMO energy: -15.29 eV

Positions of all 12 atoms, in Å:
N1 -0.031 -0.075 0.139
C1 0.888 0.891 0.699
C2 -1.605 -0.273 0.110
C3 -0.704 -0.216 -1.116
C4 -1.079 -1.532 -0.887
C5 -0.611 -1.421 0.437
H1 -0.500 -2.050 1.218
H2 0.621 2.019 0.632
H3 1.794 0.807 0.079
H4 -1.866 -2.181 -1.169
H5 -0.864 0.995 -2.463
H6 1.188 0.636 1.666

Results of the natural (NBO) charge analysis, in e, for atoms 1 through 8: -0.2126 -0.4233 0.0083 0.0535 -0.1381 -0.0015 0.2781 0.2733

=====

6.
Computed, not measured: a gas-phase ion, C5H6N (charge +1) in a non-equilibrium geometry, with ωB97M-V with the def2-TZVPD basis set.

Results
- LUMO level: -7.36 eV
- Orbital gap: 7.50 eV
- Charge: +1
- HOMO energy: -14.85 eV

Positions of all 12 atoms, in Å:
N1 0.282 0.958 0.046
C1 -1.300 -1.010 -0.430
C2 -1.022 0.453 0.080
C3 1.534 0.129 0.385
C4 1.228 -1.203 -0.017
C5 -0.004 -1.543 -0.362
H1 -1.653 1.137 -0.481
H2 -2.209 -1.499 -0.796
H3 -1.569 0.686 1.056
H4 1.786 0.112 1.496
H5 0.466 1.325 -0.819
H6 2.461 0.456 -0.159

Results of the natural (NBO) charge analysis, in e, for atoms 1 through 8: -0.5524 0.0955 -0.3164 -0.3715 0.3073 -0.0122 0.2844 0.2916

=====

7.
Computed, not measured: a gas-phase ion, C5H6N (charge +1) in a non-equilibrium geometry, with ωB97M-V with the def2-TZVPD basis set.

Results
- LUMO level: -5.02 eV
- Orbital gap: 9.21 eV
- SMILES: CC#[N+]C1=CC1
- Charge: +1
- HOMO energy: -14.23 eV

Positions of all 12 atoms, in Å:
N1 0.032 0.223 0.057
C1 -1.059 0.640 -0.071
C2 2.739 -0.877 -0.186
C3 1.151 -0.496 -0.081
C4 -2.350 1.085 0.084
C5 1.509 -1.748 -0.162
H1 3.337 -0.460 -1.135
H2 -3.052 0.198 -0.060
H3 -2.622 1.902 -0.660
H4 3.179 -0.756 0.833
H5 1.099 -2.829 -0.195
H6 -2.488 1.521 1.183

Results of the natural (NBO) charge analysis, in e, for atoms 1 through 8: -0.2130 0.6491 -0.3318 0.0323 -0.7941 -0.0822 0.2611 0.3223

=====

8.
Computed, not measured: a gas-phase ion, C5H6N (charge +1) in a non-equilibrium geometry, with ωB97M-V with the def2-TZVPD basis set.

Results
- LUMO level (spin up / spin down): -5.31 / -5.33 eV
- Orbital gap (spin up / spin down): 7.30 / 7.28 eV
- Charge: +1
- HOMO energy (spin up / spin down): -12.61 / -12.61 eV

Positions of all 12 atoms, in Å:
N1 -1.001 0.370 1.047
C1 1.479 -1.389 -1.151
C2 0.122 -1.212 -0.726
C3 0.827 0.853 -0.695
C4 0.272 -0.076 0.369
C5 1.231 -0.126 -1.593
H1 0.818 1.922 -0.771
H2 -0.810 -1.366 -1.247
H3 -1.598 0.899 0.394
H4 0.983 -0.388 1.142
H5 -1.522 -0.456 1.372
H6 -0.800 0.969 1.860

Results of the Löwdin charge analysis, in e, for atoms 1 through 8: 0.2342 0.1143 -0.0155 0.0151 -0.2600 -0.0494 0.1119 0.1311